Record 1
Molecular formula: C35H49BiGe2N3OS
Method: DFT, wB97M-V/def2-TZVPD

Output
Relative energy (zero: lowest compared OMol25 entry of this formula, charge and spin)   0.0 kJ/mol
HOMO (spin up / spin down)   -12.6 / -13.0 eV
Molar mass   914.1 g/mol
Strongest force on any atom   0.19 eV/Å
HOMO-LUMO gap (spin up / spin down)   7.4 / 5.3 eV

```
! RIJCOSX wB97M-V def2-TZVPD def2/J DEFGRID3
* xyz 2 2
Bi -0.17 0.30 -0.23
C -2.23 -5.99 -0.05
C -1.71 -4.59 -0.08
C -1.02 -4.08 -1.18
C -0.55 -2.79 -1.17
N -0.74 -1.97 -0.12
C -1.39 -2.44 0.95
C -1.88 -3.73 1.00
H -2.10 -6.48 -1.01
H -3.29 -5.99 0.21
H -1.70 -6.56 0.71
H -0.84 -4.69 -2.06
H 0.02 -2.39 -2.00
H -1.52 -1.77 1.79
H -2.40 -4.06 1.89
S -0.78 0.41 2.90
C -0.24 1.73 3.81
N -0.95 2.33 4.77
C -0.22 3.41 5.43
C 1.17 3.32 4.76
N 0.95 2.33 3.70
H -1.86 2.00 5.04
H -0.17 3.25 6.50
H -0.70 4.37 5.24
H 1.94 2.97 5.45
H 1.49 4.27 4.34
H 1.69 1.92 3.16
C -0.58 0.21 -2.49
C -0.85 1.56 -3.06
C -2.12 1.91 -3.50
C -2.37 3.18 -4.00
C -1.34 4.12 -4.08
C -0.07 3.77 -3.66
C 0.18 2.50 -3.16
H 0.36 -0.21 -2.85
H -1.39 -0.49 -2.65
H -2.92 1.18 -3.47
H -3.36 3.43 -4.36
H -1.54 5.10 -4.48
H 0.74 4.49 -3.74
H 1.18 2.23 -2.85
C -3.73 0.83 -0.28
C -3.15 1.96 0.52
O -1.85 2.31 0.02
C -1.33 3.47 0.69
C 0.12 3.66 0.33
H -4.73 0.59 0.09
H -3.14 -0.09 -0.19
H -3.81 1.10 -1.33
H -3.05 1.69 1.58
H -3.79 2.85 0.46
H -1.46 3.34 1.77
H -1.93 4.33 0.37
H 0.75 2.87 0.77
H 0.49 4.61 0.73
H 0.25 3.67 -0.75
C 3.50 1.13 -3.61
Ge 3.87 1.60 -1.74
C 5.74 1.21 -1.33
C 3.42 3.47 -1.37
Ge 2.69 0.10 -0.15
C 2.70 -1.79 -0.66
C 2.41 -2.84 0.22
C 2.50 -4.15 -0.20
C 2.86 -4.45 -1.51
C 3.13 -3.42 -2.40
C 3.06 -2.10 -1.98
C 3.18 0.45 1.70
C 3.95 1.59 1.96
C 4.43 1.86 3.24
C 4.15 0.98 4.28
C 3.37 -0.14 4.05
C 2.89 -0.41 2.77
H 3.55 2.03 -4.22
H 2.52 0.68 -3.77
H 4.26 0.44 -3.97
H 6.37 1.76 -2.04
H 5.95 0.15 -1.45
H 6.02 1.51 -0.33
H 4.13 4.10 -1.92
H 3.50 3.72 -0.31
H 2.42 3.72 -1.71
H 2.12 -2.64 1.24
H 2.30 -4.96 0.50
H 2.94 -5.48 -1.84
H 3.42 -3.64 -3.42
H 3.29 -1.31 -2.68
H 4.19 2.28 1.16
H 5.04 2.74 3.41
H 4.55 1.18 5.27
H 3.14 -0.82 4.86
H 2.28 -1.28 2.63
*
```

---

Record 2
Molecular formula: C35H49BrInN6O2P2S
Method: DFT, wB97M-V/def2-TZVPD

Output
Relative energy (zero: lowest compared OMol25 entry of this formula, charge and spin)   0.0 kJ/mol
HOMO   -9.3 eV
Molar mass   874.6 g/mol
Strongest force on any atom   3.03 eV/Å
HOMO-LUMO gap   6.3 eV

```
! RIJCOSX wB97M-V def2-TZVPD def2/J DEFGRID3
* xyz 1 1
In 14.23 12.65 13.70
C 17.97 10.76 16.19
C 17.56 11.74 15.11
C 18.76 12.28 14.32
P 16.26 11.01 13.99
C 16.99 10.13 12.56
C 18.23 9.28 12.88
C 17.30 11.11 11.41
C 15.30 9.91 15.02
C 15.42 8.52 15.00
C 14.62 7.76 15.87
C 15.02 6.30 16.07
C 13.60 8.36 16.58
C 13.44 9.75 16.58
C 14.38 10.56 15.93
N 14.33 11.90 15.89
C 14.08 12.74 16.93
C 13.74 12.31 18.25
C 13.51 13.26 19.26
C 13.61 14.62 19.03
C 13.13 15.62 20.07
C 13.99 15.08 17.74
C 14.23 14.16 16.70
P 14.38 14.84 15.02
C 12.87 15.84 14.58
C 13.29 16.81 13.46
C 12.13 16.49 15.74
C 15.87 15.99 15.06
C 17.13 15.09 15.08
C 15.96 17.11 16.09
H 18.74 11.20 16.85
H 18.49 9.87 15.79
H 17.12 10.39 16.77
H 17.06 12.60 15.58
H 19.50 11.49 14.12
H 19.23 13.08 14.84
H 18.58 12.70 13.34
H 16.17 9.46 12.24
H 19.16 9.84 12.98
H 18.45 8.52 12.14
H 18.16 8.73 13.82
H 18.18 11.70 11.59
H 16.49 11.81 11.18
H 17.47 10.58 10.45
H 16.15 8.04 14.34
H 16.00 6.11 15.61
H 14.29 5.65 15.58
H 15.07 6.03 17.13
H 12.88 7.77 17.14
H 12.62 10.24 17.05
H 13.74 11.26 18.47
H 13.24 12.98 20.28
H 13.11 15.17 21.05
H 12.14 16.01 19.80
H 13.81 16.47 20.07
H 14.04 16.12 17.55
H 12.27 15.07 14.13
H 14.09 17.52 13.74
H 12.42 17.44 13.17
H 13.62 16.34 12.53
H 12.73 17.24 16.21
H 11.75 15.78 16.48
H 11.26 17.01 15.35
H 15.82 16.44 14.03
H 17.29 14.55 16.00
H 18.01 15.70 14.98
H 17.17 14.39 14.24
H 16.09 16.76 17.10
H 15.15 17.83 16.04
H 16.90 17.67 15.92
C 14.59 13.74 8.40
C 14.28 12.41 8.97
N 14.21 11.33 8.21
N 13.96 10.27 9.03
C 13.81 10.68 10.33
S 13.25 9.81 11.61
N 13.97 12.04 10.27
N 13.69 12.91 11.33
H 13.88 14.08 7.63
H 15.57 13.73 7.90
H 14.64 14.52 9.17
H 13.87 9.33 8.63
H 14.02 13.83 11.05
H 12.66 12.97 11.48
Br 8.18 10.05 16.82
C 8.23 11.16 15.32
C 7.08 11.69 14.73
N 7.28 12.60 13.76
C 8.50 12.84 13.31
C 9.69 12.39 13.86
C 9.50 11.50 14.93
C 11.04 12.63 13.26
O 11.05 13.07 12.07
O 12.05 12.27 13.99
H 6.06 11.47 15.04
H 8.55 13.46 12.39
H 10.33 11.06 15.51
*
```

---

Record 3
Molecular formula: C35H51Br61N3S2
Method: DFT, wB97M-V/def2-TZVPD

Output
Relative energy (zero: lowest compared OMol25 entry of this formula, charge and spin)   0.0 kJ/mol
HOMO   -9.9 eV
Molar mass   5452.1 g/mol
Strongest force on any atom   10.38 eV/Å
HOMO-LUMO gap   7.8 eV

```
! RIJCOSX wB97M-V def2-TZVPD def2/J DEFGRID3
* xyz 1 1
C -0.33 -0.97 1.41
C -0.54 -0.84 -0.14
C -0.35 0.61 -0.74
Br 0.49 1.80 0.62
N 0.39 0.64 -2.02
C -0.27 -0.09 -3.13
C 0.92 -0.57 -4.06
N 1.92 0.53 -4.26
C 1.30 1.85 -4.00
C 0.76 2.01 -2.52
C -0.40 3.05 -2.61
C 0.26 4.49 -2.41
C -0.33 5.19 -1.12
S -2.10 5.57 -1.42
C -3.07 5.02 0.05
S -3.39 6.13 1.22
N -3.50 3.66 0.03
C -4.09 3.24 1.31
C -3.03 3.05 2.45
C -4.54 3.47 -1.02
C -4.61 2.00 -1.59
H -1.00 -0.30 1.99
H -0.64 -2.01 1.68
H 0.73 -0.88 1.71
H -1.61 -1.11 -0.31
H 0.05 -1.61 -0.69
H -1.38 1.03 -0.87
H 1.27 0.14 -1.85
H -0.78 -1.03 -2.82
H -1.02 0.51 -3.68
H 0.57 -1.03 -5.01
H 1.45 -1.35 -3.46
H 2.17 0.54 -5.25
H 1.99 2.70 -4.18
H 0.48 1.97 -4.75
H 1.64 2.34 -1.92
H -1.17 2.97 -1.82
H -0.86 3.07 -3.61
H 1.36 4.39 -2.25
H 0.02 5.15 -3.27
H 0.26 6.12 -0.95
H -0.19 4.57 -0.21
H -4.93 3.89 1.65
H -4.54 2.23 1.14
H -1.99 3.09 2.05
H -3.17 2.03 2.90
H -3.17 3.79 3.26
H -5.53 3.68 -0.54
H -4.45 4.18 -1.86
H -5.55 1.52 -1.22
H -4.74 2.09 -2.70
H -3.74 1.37 -1.34
C 4.33 1.68 2.32
Br 4.67 0.66 0.71
Br 3.64 3.45 1.93
Br 3.19 0.72 3.55
H 5.29 1.81 2.81
C 6.07 1.74 -4.51
Br 7.77 2.61 -4.76
Br 5.77 1.25 -2.67
Br 4.62 2.82 -5.21
H 6.09 0.83 -5.09
C -1.60 2.78 6.56
Br -0.55 2.55 4.95
Br -3.49 2.61 6.22
Br -1.02 1.60 7.97
H -1.43 3.80 6.91
C 2.71 -3.08 -6.75
Br 3.47 -3.05 -4.98
Br 1.07 -4.11 -6.81
Br 2.46 -1.30 -7.46
H 3.42 -3.58 -7.40
C 0.74 -0.31 11.32
Br 1.39 -1.55 12.66
Br 1.85 -0.29 9.72
Br -1.11 -0.66 10.89
H 0.79 0.68 11.75
C 3.85 -1.89 -11.79
Br 2.36 -2.99 -12.30
Br 3.33 -0.04 -11.54
Br 4.78 -2.59 -10.25
H 4.56 -1.90 -12.62
C -1.46 0.56 -8.46
Br -1.57 -0.99 -7.30
Br 0.10 0.48 -9.60
Br -3.08 0.83 -9.46
H -1.33 1.42 -7.82
C -1.48 -3.54 -14.66
Br -0.89 -5.34 -15.06
Br -1.72 -3.28 -12.75
Br -0.30 -2.21 -15.43
H -2.45 -3.41 -15.12
C 1.09 -5.31 11.80
Br 2.15 -5.51 10.20
Br -0.80 -5.48 11.44
Br 1.67 -6.51 13.20
H 1.26 -4.30 12.17
C 5.47 -0.08 12.11
Br 7.34 0.53 12.14
Br 5.34 -2.01 11.95
Br 4.49 0.57 13.64
H 4.99 0.34 11.24
C 6.69 0.02 8.05
Br 7.21 -1.74 7.43
Br 4.94 0.54 7.39
Br 6.80 0.18 10.02
H 7.41 0.73 7.64
C -3.60 -2.19 8.00
Br -2.93 -3.43 9.32
Br -2.48 -2.16 6.42
Br -5.45 -2.53 7.57
H -3.55 -1.20 8.44
C 11.01 1.38 9.23
Br 12.58 1.72 10.32
Br 9.37 1.71 10.20
Br 11.06 2.37 7.57
H 11.03 0.33 8.98
C -4.48 4.34 -10.23
Br -2.86 4.68 -9.23
Br -6.06 4.67 -9.16
Br -4.52 5.33 -11.89
H -4.48 3.29 -10.48
C -5.46 -4.47 -10.47
Br -4.27 -3.41 -9.37
Br -5.87 -3.58 -12.14
Br -4.77 -6.25 -10.76
H -6.39 -4.58 -9.93
C -7.58 -3.95 10.48
Br -6.56 -5.56 10.14
Br -9.47 -4.24 10.23
Br -7.18 -3.21 12.21
H -7.27 -3.22 9.74
C -8.76 -7.75 -11.76
Br -10.27 -8.84 -12.27
Br -9.27 -5.91 -11.47
Br -7.83 -8.48 -10.23
H -8.06 -7.76 -12.59
C 8.71 1.98 2.64
Br 9.04 0.97 1.02
Br 8.03 3.75 2.24
Br 7.57 1.02 3.87
H 9.66 2.11 3.13
C 5.87 6.37 -2.60
Br 6.54 5.15 -1.27
Br 6.97 6.35 -4.19
Br 4.01 6.05 -3.02
H 5.93 7.37 -2.18
C -9.09 -8.48 10.90
Br -8.52 -10.22 10.28
Br -10.83 -8.01 10.21
Br -9.02 -8.35 12.83
H -8.39 -7.76 10.50
*
```